No. 1
C16H16BF2IrN2O5 | ωB97M-V/def2-TZVPD

The geometry in XYZ format:
```
43
Properties=species:S:1:pos:R:3:forces:R:3:lowdin_charge:R:1
Ir 5.838326 10.016294 8.042587 -0.3 -0.8 -0.6 1.4595
O 7.519656 10.902339 11.990287 0.1 0.1 -1.4 0.1252
C 7.157300 11.635849 10.906216 0.5 -0.1 -1.3 -0.4430
O 7.515374 11.446955 9.733859 -0.2 -0.3 2.7 0.0207
C 6.113504 12.730816 11.154851 -0.6 -0.9 0.3 -0.0696
O 4.928241 12.181240 10.538292 0.1 1.5 -0.7 -0.1513
C 4.114389 11.199327 11.151724 -0.7 1.5 -1.3 -0.1316
C 4.501899 9.806133 10.780187 0.8 -1.5 2.7 -0.5389
O 4.465425 9.124424 11.816636 0.3 -0.8 -2.4 0.0580
O 4.794880 9.380290 9.541094 -1.4 0.1 2.9 -0.2634
H 8.076469 10.140428 11.701196 -0.4 0.7 0.1 0.1478
H 6.425156 13.592948 10.534092 -0.4 -0.4 0.4 0.1421
H 5.949357 13.035277 12.224836 0.2 -0.5 -0.9 0.1464
H 3.094591 11.264337 10.708957 0.4 0.6 0.1 0.1472
H 3.988954 11.398800 12.225499 0.4 -0.6 -0.3 0.1421
C 8.631575 9.463269 6.762046 -0.6 0.2 0.7 -0.1377
N 7.439561 10.354314 6.973047 2.5 -1.8 -0.3 -0.1900
C 7.518608 11.341284 6.083332 2.1 0.4 -1.4 -0.1648
C 6.435484 12.145694 6.028486 -1.4 -0.4 0.4 -0.2767
C 5.930597 13.113740 5.113339 -0.6 0.9 -0.1 -0.0276
C 4.641747 13.394330 5.524105 0.4 0.0 -0.6 -0.0623
C 4.347846 12.504829 6.592760 0.3 0.0 0.1 -0.0958
N 5.452573 11.769855 6.934264 -1.4 1.8 -0.7 -0.1059
C 8.302919 8.036188 7.064192 -0.6 0.0 0.4 -0.2426
C 8.116883 7.089271 6.063099 0.4 0.3 0.4 -0.0432
C 7.900876 5.758859 6.406751 0.3 -0.3 -0.5 -0.0784
C 7.952667 5.355256 7.735437 -0.9 0.1 -0.4 -0.0761
C 7.879748 6.347253 8.698389 0.3 -0.6 1.5 -0.0849
C 8.026578 7.675891 8.397179 0.4 0.0 -1.4 -0.0769
H 9.455270 9.798951 7.430751 -0.5 0.0 -0.5 0.1447
H 8.886977 9.648892 5.713854 0.4 -0.7 0.3 0.1031
H 8.378720 11.289512 5.401176 -0.8 0.8 0.2 0.1199
H 6.445836 13.495395 4.245272 0.0 0.1 0.2 0.1042
H 3.989824 14.139697 5.062852 0.1 -0.5 0.3 0.1060
H 3.388716 12.348222 7.052754 0.0 0.0 0.2 0.1122
H 8.172893 7.417668 5.028712 0.0 -0.2 0.1 0.1182
H 7.698943 5.057526 5.599059 0.3 -0.1 0.3 0.1080
H 7.869657 4.309377 8.029953 0.0 0.3 -0.2 0.1077
H 7.773017 6.072747 9.755238 -0.1 0.0 -0.5 0.1159
H 7.925169 8.428025 9.150668 0.3 0.3 0.4 0.0834
F 4.931124 7.462272 6.488283 0.5 0.6 0.4 0.1584
B 4.727905 8.749011 6.823888 0.1 -0.3 0.3 -0.6695
F 3.571044 9.194074 6.344180 -0.2 0.4 -0.1 0.1595
```
Positions in Å, forces in eV/Å.

Output
ΔE to the lowest compared entry with this formula, charge and spin: 2.3 kcal per mole
frontier orbital gap (spin up / spin down): 6.1 / 6.5 eV
spin multiplicity: 5
electronic energy: -39017.07938 eV

***

No. 2
C22H29F15O12Pb | ωB97M-V/def2-TZVPD

The geometry in XYZ format:
```
79
Properties=species:S:1:pos:R:3:forces:R:3:lowdin_charge:R:1
Pb 0.177183 -0.265726 -0.608717 1.2 -0.7 1.8 1.6117
O 1.861399 -1.588273 0.391880 -0.7 1.0 -0.8 -0.4017
C 1.511472 -1.764243 1.721776 0.3 -0.3 0.2 -0.4043
C 0.974154 -0.511174 2.392724 -0.4 0.4 0.3 -0.3933
O -0.057558 0.148333 1.720760 -0.2 -0.2 -1.4 -0.4351
H 2.382130 -2.032304 2.349550 0.1 -0.2 -0.2 0.1084
H 0.816392 -2.622210 1.800968 -0.2 0.2 0.3 0.0899
H 1.819771 0.191782 2.518560 0.2 -0.1 0.1 0.0845
H 0.642020 -0.776826 3.411098 0.1 -0.1 0.0 0.1035
C 0.629075 4.459101 3.038289 0.3 1.0 -0.1 -0.0567
C 0.003412 3.589389 1.987707 -0.2 -0.8 0.3 -0.1788
O 0.063513 4.271725 0.716769 0.1 1.2 0.0 0.0566
C -0.151306 3.620938 -0.388832 0.4 -0.9 0.5 -0.4120
O -0.269649 2.427313 -0.464179 -0.3 0.2 -0.5 0.0249
C -0.149297 4.516687 -1.639043 0.5 0.6 -0.1 -0.5422
F 1.024696 4.399524 -2.279418 -0.1 -0.2 0.1 0.1703
F -1.111426 4.162393 -2.480094 -0.2 0.0 0.1 0.1856
F -0.285249 5.803794 -1.310385 -0.3 -0.1 -0.1 0.1721
H 1.687958 4.644035 2.842774 0.1 -0.4 0.0 0.0746
H 0.501751 4.037947 4.032876 0.1 -0.2 -0.1 0.0892
H 0.228288 5.476805 3.057533 -0.4 -0.2 0.0 0.0839
H -1.050916 3.388604 2.187795 0.0 0.1 0.0 0.1286
H 0.484593 2.608091 1.941464 0.0 0.0 -0.3 0.1039
C -3.555579 3.028441 0.055329 -0.6 1.0 1.5 -0.0318
C -3.343023 1.702999 0.757318 1.2 0.2 -0.4 -0.1773
O -4.064997 0.634427 0.126152 -0.9 -0.2 0.3 0.0426
C -3.530045 -0.050176 -0.842546 0.7 0.0 -0.6 -0.4015
O -2.418109 0.057840 -1.287049 -0.4 0.2 0.0 0.0352
C -4.492433 -1.074864 -1.480148 -0.3 -0.2 0.7 -0.5441
F -4.905388 -0.640358 -2.666949 0.0 0.0 -0.1 0.1881
F -3.876111 -2.244372 -1.625703 0.1 0.1 -0.2 0.1822
F -5.563071 -1.281144 -0.698917 -0.1 0.0 -0.2 0.1596
H -2.790818 3.289653 -0.663640 -0.2 -0.3 -0.5 0.0585
H -3.502531 3.791385 0.847520 0.4 0.0 -0.1 0.0878
H -4.579804 3.225630 -0.263275 0.1 -0.5 -0.6 0.0918
H -3.639439 1.695459 1.801819 -0.4 0.0 -0.1 0.1284
H -2.267365 1.497526 0.749061 -0.1 -0.3 0.0 0.0940
C 2.325785 -4.288621 -1.700135 -0.5 -0.2 -0.2 -0.0460
C 2.578743 -3.064817 -2.543511 0.7 -0.2 0.3 -0.1737
O 1.737678 -3.117681 -3.728435 -0.1 -0.2 -0.4 0.0654
C 0.624127 -2.446077 -3.757510 0.0 0.3 0.5 -0.3845
O 0.216687 -1.684412 -2.917917 -0.2 -0.2 -0.2 0.0219
C -0.195373 -2.632164 -5.053155 0.6 0.3 -0.1 -0.5469
F -0.101835 -1.482893 -5.744751 -0.2 -0.1 -0.1 0.1632
F 0.260269 -3.615241 -5.824639 -0.1 -0.1 0.0 0.1748
F -1.470167 -2.854809 -4.765530 -0.1 -0.1 0.0 0.1834
H 2.973497 -4.316149 -0.827592 0.0 0.2 0.1 0.0914
H 2.470578 -5.211778 -2.264192 0.1 0.1 -0.1 0.0838
H 1.287069 -4.258853 -1.377908 0.0 -0.1 0.2 0.0633
H 3.587339 -3.072643 -2.951419 0.0 0.1 0.0 0.1216
H 2.436744 -2.159184 -1.958557 -0.2 0.1 -0.2 0.0827
C -3.213200 -1.264877 3.622451 0.1 -0.1 -0.1 -0.0360
C -3.006777 -1.575198 2.156613 -0.1 1.4 -0.2 -0.1996
O -2.449831 -2.878574 2.003867 -0.5 -0.7 0.4 0.0759
C -1.734388 -3.173106 0.953703 0.4 0.2 0.0 -0.3861
O -1.374584 -2.437920 0.076415 -0.2 0.0 -0.2 0.0690
C -1.361558 -4.672984 0.943782 0.6 0.2 -0.2 -0.5433
F -1.184207 -5.167316 2.165535 -0.4 -0.1 0.1 0.1810
F -2.314854 -5.354017 0.299156 -0.1 -0.1 0.2 0.1763
F -0.214375 -4.842246 0.285758 -0.1 0.0 -0.1 0.1630
H -3.452086 -0.208123 3.744391 0.0 0.0 -0.1 0.0766
H -2.317985 -1.458768 4.210325 0.0 -0.1 0.0 0.0861
H -4.060802 -1.842970 3.988823 0.1 -0.1 0.3 0.0819
H -2.356834 -0.850139 1.662842 0.3 -0.1 0.3 0.0931
H -3.980140 -1.485943 1.665276 0.1 -0.6 -0.2 0.1256
C 3.800991 2.317758 1.853916 0.7 -0.3 0.4 -0.0482
C 3.187793 1.966058 0.532398 -1.5 0.8 0.0 -0.2038
O 4.169897 1.488676 -0.384809 0.7 -0.1 0.2 0.0818
C 3.764962 0.816746 -1.428716 -0.5 0.6 -0.4 -0.3819
O 2.629300 0.597830 -1.745061 -0.3 -0.2 -0.1 0.0697
C 4.904165 0.382166 -2.372425 0.1 -0.4 0.6 -0.5427
F 4.993359 -0.955904 -2.299022 0.1 0.1 -0.2 0.1639
F 4.640316 0.722159 -3.627869 -0.1 0.0 0.0 0.1862
F 6.076272 0.903238 -2.023936 0.1 0.0 -0.1 0.1782
H 3.019515 2.573242 2.567349 -0.1 0.0 -0.1 0.0669
H 4.508246 3.146927 1.798079 -0.2 0.1 -0.2 0.0851
H 4.371600 1.494241 2.288036 -0.2 -0.2 -0.1 0.0904
H 2.687467 2.856377 0.122708 0.5 0.1 -0.3 0.1308
H 2.332922 1.289802 0.604821 0.5 -0.6 0.3 0.0825
```
Positions in Å, forces in eV/Å.

Output
ΔE to the lowest compared entry with this formula, charge and spin: 0.0 kcal per mole
frontier orbital gap: 8.0 eV
spin multiplicity: 1
electronic energy: -93865.71112 eV

***

No. 3
C6H10 | ωB97M-V/def2-TZVPD

The geometry in XYZ format:
```
16
Properties=species:S:1:pos:R:3:forces:R:3:lowdin_charge:R:1
C 1.393079 1.463386 -0.161658 0.2 0.3 -0.1 -0.0069
C 0.371287 1.330941 -1.016079 0.5 -0.2 0.0 -0.1828
C -0.551770 0.210768 -0.938612 0.3 -0.1 0.7 -0.1844
C -0.410542 -1.273376 -1.010214 -0.1 -0.6 -0.3 -0.1600
C 0.057315 -0.891177 0.319384 -0.4 0.5 -0.3 -0.2494
C -0.620712 -0.592009 1.616522 -0.3 0.0 0.0 -0.0974
H 1.475911 0.831267 0.714647 0.3 0.1 -0.4 0.0341
H 2.157242 2.211473 -0.297251 -0.1 0.4 0.1 0.0459
H 0.129327 2.164055 -1.683182 0.2 -0.4 -0.2 0.0962
H -1.595626 0.510490 -1.173904 0.4 -0.2 1.2 0.1308
H -1.381488 -1.749182 -1.033532 -0.1 -0.1 -0.4 0.1104
H 0.331312 -1.694737 -1.674908 0.0 -0.3 0.0 0.1104
H 1.130759 -1.117723 0.457573 -0.5 1.0 -0.4 0.1246
H -0.334420 -1.240033 2.454087 -0.1 -0.1 -0.3 0.0744
H -1.699951 -0.594374 1.482319 -0.2 0.0 0.2 0.0789
H -0.320944 0.431074 1.900637 -0.2 -0.3 0.1 0.0752
```
Positions in Å, forces in eV/Å.

Output
ΔE to the lowest compared entry with this formula, charge and spin: 72.1 kcal per mole
frontier orbital gap: 9.0 eV
spin multiplicity: 1
electronic energy: -6380.73375 eV
SMILES: C=C[C@H]1C[C@@H]1C